1.
Below is C43H37GeNO3PS2W as an isolated structure, with properties calculated with ωB97M-V/def2-TZVPD.

Its charge is +2. The value obtained for the energy above the lowest of the compared OMol25 structures with the same formula, charge and spin is 3.4 kcal per mole. Its expectation value of S² is 0.770. The value obtained for the HOMO energy (alpha / beta) is -13.1 / -13.1 eV. As for the HOMO-LUMO gap (alpha / beta): 5.467 / 5.665 eV. The spin multiplicity is 2. As for the maximum force: 0.93 eV/Å.

CARTESIAN COORDINATES (ANGSTROEM)
W1 -0.707 -1.153 -0.894
C1 -3.013 -2.728 -4.189
C2 -2.833 -3.081 -2.742
C3 -3.046 -2.120 -1.738
C4 -2.890 -2.434 -0.378
C5 -2.561 -3.752 -0.010
C6 -2.381 -4.705 -0.987
C7 -2.504 -4.370 -2.337
H1 -2.841 -1.668 -4.370
H2 -4.032 -2.962 -4.506
H3 -2.339 -3.303 -4.823
H4 -3.493 -1.174 -2.011
H5 -3.274 -1.746 0.367
H6 -2.477 -4.021 1.036
H7 -2.153 -5.726 -0.708
H8 -2.364 -5.136 -3.091
O1 1.929 -3.038 -2.840
S1 0.393 -3.049 -2.582
O2 -0.058 -1.610 -2.865
O3 0.212 -2.980 -1.022
C8 2.812 -1.918 -2.933
C9 3.710 -2.097 -3.965
C10 4.711 -1.165 -4.173
C11 4.796 -0.068 -3.330
C12 3.879 0.090 -2.308
C13 2.842 -0.826 -2.071
P1 1.827 -0.459 -0.588
C14 2.067 1.312 -0.325
C15 1.597 2.181 -1.313
C16 1.810 3.543 -1.201
C17 2.501 4.051 -0.107
C18 3.002 3.189 0.856
C19 2.797 1.820 0.747
C20 2.605 -1.432 0.722
C21 2.457 -1.105 2.069
C22 3.023 -1.901 3.052
C23 3.730 -3.044 2.700
C24 3.871 -3.384 1.363
C25 3.315 -2.583 0.376
H9 3.614 -2.974 -4.591
H10 5.416 -1.299 -4.982
H11 5.575 0.670 -3.463
H12 3.972 0.959 -1.672
H13 1.115 1.801 -2.202
H14 1.450 4.208 -1.976
H15 2.667 5.117 -0.019
H16 3.570 3.575 1.693
H17 3.241 1.167 1.484
H18 1.911 -0.220 2.357
H19 2.919 -1.623 4.093
H20 4.175 -3.663 3.468
H21 4.425 -4.270 1.081
H22 3.457 -2.860 -0.659
C26 -0.745 -1.584 1.624
Ge1 -1.369 0.298 1.152
C27 -3.271 0.436 1.495
C28 -4.223 0.770 0.534
C29 -5.564 0.875 0.879
C30 -5.965 0.639 2.187
C31 -5.024 0.309 3.154
C32 -3.683 0.216 2.811
C33 -0.403 1.662 2.116
C34 0.263 1.332 3.270
C35 0.901 2.318 4.054
C36 0.848 3.624 3.670
C37 0.131 4.014 2.512
C38 0.035 5.375 2.132
C39 -0.693 5.745 1.038
C40 -1.371 4.769 0.277
C41 -1.281 3.449 0.614
C42 -0.518 3.028 1.728
H23 -1.648 -2.034 2.029
H24 0.002 -1.365 2.387
H25 -0.249 -2.369 1.038
H26 -3.935 0.966 -0.495
H27 -6.295 1.146 0.129
H28 -7.010 0.720 2.455
H29 -5.334 0.134 4.176
H30 -2.961 -0.017 3.589
H31 0.299 0.309 3.628
H32 1.415 2.030 4.962
H33 1.333 4.392 4.261
H34 0.537 6.119 2.738
H35 -0.772 6.789 0.762
H36 -1.974 5.073 -0.569
H37 -1.838 2.722 0.032
S2 -1.418 0.821 -1.768
C43 -1.331 0.644 -3.475
N1 -1.315 0.610 -4.626

2.
Below is a 2-piece molecular cluster, C6H12N2S overall, with properties calculated with ωB97M-V/def2-TZVPD.

Its charge is 0. The value obtained for the energy above the lowest of the compared OMol25 structures with the same formula, charge and spin is 13.4 kcal per mole. The value obtained for the HOMO energy is -8.8 eV. As for the HOMO-LUMO gap: 9.323 eV. As for the maximum force: 1.60 eV/Å. As for the SMILES: Cc1c[nH]cn1.CCS.

CARTESIAN COORDINATES (ANGSTROEM)
C1 -0.500 -1.003 -1.999
C2 0.486 -1.148 -3.134
S1 -1.743 -2.345 -1.892
H1 0.019 -0.967 -1.050
H2 -1.133 -0.143 -2.165
H3 1.394 -0.557 -3.002
H4 -1.280 -3.081 -0.877
H5 0.112 -0.790 -4.097
H6 0.776 -2.160 -3.370
C3 -1.088 2.427 1.996
C4 1.796 0.395 2.183
C5 -0.116 1.291 1.996
C6 -0.244 0.083 1.391
N1 1.158 1.505 2.442
N2 1.024 -0.487 1.530
H7 2.863 0.295 2.213
H8 1.397 -1.195 0.918
H9 -1.021 -0.503 0.937
H10 -2.159 2.227 1.982
H11 -0.875 3.077 1.151
H12 -0.864 3.079 2.846

3.
Below is C35H31BrClN3O6PS4W as an isolated structure, with properties calculated with ωB97M-V/def2-TZVPD.

Its charge is -1. The value obtained for the energy above the lowest of the compared OMol25 structures with the same formula, charge and spin is 55.8 kcal per mole. The value obtained for the HOMO energy is -4.3 eV. As for the HOMO-LUMO gap: 5.990 eV. As for the maximum force: 0.88 eV/Å.

CARTESIAN COORDINATES (ANGSTROEM)
W1 -0.971 -0.892 1.101
C1 4.084 0.348 1.186
C2 2.702 -0.160 1.499
N1 1.746 -0.153 0.648
N2 2.075 0.325 -0.613
C3 1.365 -0.217 -1.526
S1 0.162 -1.436 -1.282
S2 1.650 0.270 -3.209
C4 2.880 1.595 -3.011
C5 2.309 2.960 -2.741
C6 2.099 3.844 -3.797
C7 1.601 5.119 -3.572
C8 1.299 5.526 -2.278
C9 1.492 4.647 -1.221
C10 1.997 3.375 -1.448
C11 2.446 -0.679 2.846
C12 3.326 -0.375 3.887
C13 3.123 -0.838 5.173
C14 2.018 -1.638 5.433
C15 1.135 -1.959 4.422
C16 1.323 -1.482 3.122
O1 0.450 -1.841 2.173
H1 4.239 0.420 0.116
H2 4.838 -0.304 1.625
H3 4.205 1.344 1.621
H4 3.435 1.600 -3.950
H5 3.548 1.281 -2.209
H6 2.343 3.532 -4.808
H7 1.458 5.798 -4.404
H8 0.912 6.522 -2.096
H9 1.247 4.944 -0.208
H10 2.130 2.688 -0.622
H11 4.179 0.260 3.689
H12 3.812 -0.571 5.964
H13 1.828 -1.999 6.436
H14 0.262 -2.557 4.632
C17 -3.522 -0.359 -0.919
C18 -2.316 0.231 -0.197
O2 -2.463 0.407 1.120
H15 -4.250 0.430 -1.142
H16 -4.000 -1.091 -0.271
H17 -3.236 -0.851 -1.850
O3 1.382 2.487 2.515
Cl1 0.080 2.068 2.110
O4 -0.204 0.739 2.671
O5 -0.918 2.997 2.538
O6 0.022 1.905 0.672
Br1 -2.354 5.486 -0.213
C19 -1.997 3.831 -1.031
C20 -1.463 3.782 -2.308
C21 -1.179 2.547 -2.866
C22 -1.453 1.404 -2.147
N3 -1.971 1.491 -0.915
C23 -2.239 2.669 -0.337
H18 -1.257 4.697 -2.846
H19 -0.723 2.461 -3.840
H20 -1.247 0.402 -2.491
H21 -2.612 2.631 0.675
S3 -2.130 -0.162 4.971
P1 -2.339 -1.294 3.360
S4 -2.018 -2.622 0.570
C24 -4.101 -1.196 2.819
C25 -4.813 -2.297 2.353
C26 -6.120 -2.157 1.901
C27 -6.731 -0.912 1.912
C28 -6.032 0.190 2.391
C29 -4.731 0.047 2.847
C30 -2.280 -3.062 3.906
C31 -3.183 -3.428 4.908
C32 -3.214 -4.720 5.403
C33 -2.331 -5.674 4.911
C34 -1.423 -5.321 3.927
C35 -1.398 -4.025 3.424
H22 -4.354 -3.277 2.352
H23 -6.661 -3.027 1.547
H24 -7.751 -0.803 1.562
H25 -6.505 1.164 2.414
H26 -4.183 0.896 3.236
H27 -3.850 -2.674 5.309
H28 -3.923 -4.984 6.179
H29 -2.348 -6.686 5.301
H30 -0.721 -6.053 3.547
H31 -0.665 -3.757 2.675

4.
Below is C32H52O4S3Si2V as an isolated structure, with properties calculated with ωB97M-V/def2-TZVPD.

Its charge is -1. The value obtained for the energy above the lowest of the compared OMol25 structures with the same formula, charge and spin is 0.0 kcal per mole. Its expectation value of S² is 2.023. The value obtained for the HOMO energy (alpha / beta) is -4.5 / -4.5 eV. As for the HOMO-LUMO gap (alpha / beta): 7.141 / 7.131 eV. The spin multiplicity is 3. As for the maximum force: 0.34 eV/Å.

CARTESIAN COORDINATES (ANGSTROEM)
V1 0.511 0.287 0.572
C1 0.477 3.613 3.687
C2 0.126 2.413 2.840
S1 0.625 2.518 1.149
C3 -0.496 1.334 3.345
C4 -0.890 1.229 4.796
S2 -0.879 -0.088 2.369
H1 0.768 4.449 3.053
H2 1.315 3.394 4.356
H3 -0.363 3.934 4.306
H4 -1.189 2.194 5.209
H5 -0.060 0.852 5.402
H6 -1.721 0.534 4.913
C5 -3.059 2.408 0.512
C6 -4.109 1.357 0.184
C7 -5.272 1.980 -0.583
C8 -4.610 0.700 1.465
O1 -3.558 0.290 -0.603
Si1 -2.512 0.233 -1.858
S3 -0.509 -0.242 -1.487
O2 -2.705 1.684 -2.617
C9 -1.943 2.354 -3.620
C10 -0.818 3.133 -2.948
C11 -2.917 3.312 -4.298
C12 -1.385 1.364 -4.638
O3 -2.991 -0.998 -2.836
C13 -4.278 -1.391 -3.302
C14 -5.009 -2.127 -2.182
C15 -5.088 -0.187 -3.772
C16 -4.020 -2.333 -4.472
H7 -3.504 3.198 1.121
H8 -2.661 2.857 -0.399
H9 -2.237 1.966 1.071
H10 -5.731 2.771 0.014
H11 -6.032 1.226 -0.796
H12 -4.918 2.406 -1.522
H13 -5.071 1.444 2.118
H14 -3.774 0.235 1.987
H15 -5.350 -0.067 1.227
H16 -1.232 3.829 -2.217
H17 -0.251 3.701 -3.689
H18 -0.144 2.452 -2.429
H19 -3.341 3.993 -3.559
H20 -3.733 2.755 -4.762
H21 -2.410 3.899 -5.066
H22 -0.696 0.667 -4.161
H23 -0.850 1.903 -5.423
H24 -2.193 0.792 -5.096
H25 -5.173 -1.458 -1.338
H26 -4.402 -2.966 -1.839
H27 -5.970 -2.507 -2.535
H28 -5.262 0.508 -2.953
H29 -6.054 -0.516 -4.164
H30 -4.554 0.344 -4.562
H31 -3.409 -3.173 -4.142
H32 -3.482 -1.808 -5.262
H33 -4.960 -2.715 -4.878
C17 3.972 -3.587 2.892
C18 2.847 -2.615 2.526
C19 1.677 -3.406 1.929
C20 2.382 -1.881 3.788
Si2 3.418 -1.344 1.237
O4 2.160 -0.531 0.624
C21 4.210 -2.252 -0.214
C22 3.425 -2.497 -1.344
C23 3.926 -3.205 -2.428
C24 5.228 -3.681 -2.407
C25 6.029 -3.443 -1.299
C26 5.521 -2.736 -0.217
C27 4.599 -0.124 2.054
C28 4.195 1.208 2.180
C29 4.988 2.142 2.834
C30 6.207 1.767 3.376
C31 6.631 0.450 3.261
C32 5.833 -0.480 2.609
H34 3.605 -4.325 3.614
H35 4.815 -3.072 3.360
H36 4.342 -4.130 2.019
H37 1.349 -4.178 2.634
H38 1.959 -3.902 0.996
H39 0.823 -2.757 1.724
H40 1.986 -2.599 4.516
H41 1.588 -1.165 3.566
H42 3.208 -1.344 4.261
H43 2.411 -2.113 -1.378
H44 3.297 -3.378 -3.293
H45 5.621 -4.231 -3.254
H46 7.050 -3.804 -1.278
H47 6.167 -2.554 0.633
H48 3.246 1.523 1.762
H49 4.644 3.166 2.917
H50 6.826 2.495 3.887
H51 7.582 0.146 3.681
H52 6.186 -1.502 2.544

5.
Below is an isolated ion of composition CH4IN2 and charge +1, with properties calculated with ωB97M-V/def2-TZVPD.

Its charge is +1. The value obtained for the energy above the lowest of the compared OMol25 structures with the same formula, charge and spin is 76.4 kcal per mole. The value obtained for the HOMO energy is -13.5 eV. As for the HOMO-LUMO gap: 7.940 eV. As for the maximum force: 7.52 eV/Å. As for the SMILES: N/C=[NH+]/I.

CARTESIAN COORDINATES (ANGSTROEM)
C1 -0.193 -0.473 0.227
N1 -1.408 -0.285 -0.118
N2 1.083 0.783 0.037
I1 2.990 0.104 0.321
H1 0.301 -1.114 0.863
H2 -2.148 -0.801 0.265
H3 -1.600 0.421 -0.815
H4 0.976 1.366 -0.781

6.
Below is one molecule with the formula CH5N3S2, with properties calculated with ωB97M-V/def2-TZVPD.

Its charge is 0. The value obtained for the energy above the lowest of the compared OMol25 structures with the same formula, charge and spin is 24.7 kcal per mole. The value obtained for the HOMO energy is -9.2 eV. As for the HOMO-LUMO gap: 9.671 eV. As for the maximum force: 3.57 eV/Å. As for the SMILES: N=C(NS)NS.

CARTESIAN COORDINATES (ANGSTROEM)
C1 0.004 0.523 -0.119
H1 3.018 -0.464 0.560
H2 0.122 -1.670 0.070
H3 1.539 1.737 -0.137
H4 -1.872 1.459 -0.282
H5 -2.686 -1.096 0.920
N1 0.630 -0.776 0.335
N2 0.542 1.678 -0.386
N3 -1.376 0.528 -0.108
S1 2.143 -0.929 -0.427
S2 -2.065 -0.990 -0.426

7.
Below is one molecule with the formula C3H5N3O, with properties calculated with ωB97M-V/def2-TZVPD.

Its charge is 0. The value obtained for the energy above the lowest of the compared OMol25 structures with the same formula, charge and spin is 14.4 kcal per mole. The value obtained for the HOMO energy is -7.9 eV. As for the HOMO-LUMO gap: 8.584 eV. As for the maximum force: 0.59 eV/Å. As for the SMILES: Nc1c[nH]c(=O)[nH]1.

CARTESIAN COORDINATES (ANGSTROEM)
N1 2.038 -0.014 -0.014
C1 0.656 0.117 0.070
C2 -0.156 1.188 0.030
N2 -1.506 0.725 0.064
C3 -1.472 -0.682 0.009
O1 -2.393 -1.441 -0.193
N3 -0.139 -1.025 0.192
H1 2.326 -0.898 -0.414
H2 2.455 0.755 -0.524
H3 0.074 2.207 -0.252
H4 -2.060 1.048 0.852
H5 0.177 -1.980 0.178

8.
Below is C4H12N3S as an isolated structure, with properties calculated with ωB97M-V/def2-TZVPD.

Its charge is +1. The value obtained for the energy above the lowest of the compared OMol25 structures with the same formula, charge and spin is 121.3 kcal per mole. The value obtained for the HOMO energy is -13.5 eV. As for the HOMO-LUMO gap: 9.231 eV. As for the maximum force: 5.01 eV/Å.

CARTESIAN COORDINATES (ANGSTROEM)
C1 -1.401 1.026 -0.262
C2 0.133 1.504 -0.375
C3 -0.113 -0.720 0.916
C4 0.189 -1.064 2.318
N1 1.152 -1.005 -1.486
N2 1.029 -0.284 -2.665
N3 -1.614 0.420 1.003
S1 1.171 0.119 0.034
H1 -1.963 1.897 -0.325
H2 -1.395 0.318 -1.036
H3 0.158 1.864 -1.453
H4 0.118 2.242 0.371
H5 -0.693 -1.496 0.383
H6 -0.607 -1.316 2.953
H7 0.645 -0.357 2.917
H8 0.925 -1.882 2.543
H9 0.042 -0.238 -2.750
H10 1.497 -0.645 -3.507
H11 -1.366 0.973 1.809
H12 2.092 -1.355 -1.390